Entry 1:
Here is 2 unconnected molecules or ions with the total composition C28H44BrF3N3O5 from OMol25. Energies are from ωB97M-V/def2-TZVPD.

As for the charge: +1.

The geometry in XYZ format:
```
84
C28H44BrF3N3O5 ωB97M-V/def2-TZVPD
C 8.28950 -3.52524 0.11543
C 7.92232 -2.27056 -0.84483
C 8.18035 -0.93368 0.04170
C 8.54753 0.35945 -0.84283
C 7.71905 1.65031 -0.27735
C 6.23361 1.52368 -0.87778
C 5.18949 2.61527 -0.33079
C 3.65971 2.19330 -0.74367
C 2.85368 2.03962 0.64554
C 1.25957 1.73557 0.42536
C 0.55944 1.99512 1.84185
C -0.99436 2.40406 1.79360
C -1.92951 1.46228 0.91569
C -1.98103 -0.06172 1.35124
N -1.21025 -0.47505 2.52599
C -2.86364 -1.12794 0.58564
N -2.94682 -2.53638 1.00805
C -1.67383 -3.25661 0.94011
O -0.55245 -2.75835 0.72447
F -1.73516 -4.68442 1.08119
C -3.68409 -2.74495 2.24845
O -3.40264 -3.57151 3.14636
F -4.81655 -1.89913 2.52171
C -3.67020 -0.56865 -0.65250
C -4.63910 -1.47967 -1.55462
F -4.50376 -2.89398 -1.33069
C -6.18390 -1.11293 -1.14846
C -6.91799 -2.36033 -0.38959
C -3.56374 0.96856 -1.00802
C -4.45211 1.47850 -2.26598
C -5.87215 2.08359 -1.78198
O -6.10039 2.25648 -0.54630
Br -7.32634 2.64321 -3.01261
N -2.74134 1.90041 -0.22628
C -2.69828 3.34977 -0.54673
C -1.23872 3.65882 -1.41903
C -1.45607 3.77417 -3.09117
O -0.76886 2.53319 -2.31297
H 9.43564 -3.54280 0.20804
H 7.86267 -3.36401 1.16299
H 7.94139 -4.53091 -0.34461
H 8.59685 -2.24242 -1.77073
H 6.80617 -2.27232 -1.13362
H 9.01610 -1.11885 0.80279
H 7.20767 -0.77116 0.64965
H 9.67537 0.54641 -0.90437
H 8.14950 0.18004 -1.91378
H 8.29263 2.58284 -0.60640
H 7.75746 1.54765 0.87347
H 5.83165 0.49116 -0.52983
H 6.31660 1.54979 -2.02389
H 5.25800 2.62341 0.82647
H 5.44392 3.69325 -0.65473
H 3.64221 1.25009 -1.38927
H 3.27597 3.08966 -1.37153
H 3.34114 1.31540 1.39058
H 2.90867 3.08482 1.15147
H 0.93865 2.43111 -0.42162
H 1.19621 0.64207 0.06690
H 1.11384 2.89503 2.32227
H 0.80023 1.09916 2.51968
H -1.38378 2.31175 2.88538
H -1.03836 3.51717 1.54880
H -1.45734 -1.41574 2.86445
H -1.53044 0.16347 3.28953
H -4.46459 -1.33587 -2.69104
H -6.25412 -0.23330 -0.42343
H -6.76768 -0.96448 -2.12642
H -7.85483 -1.94201 0.15307
H -7.31297 -3.14089 -1.12660
H -6.26449 -2.80377 0.44758
H -3.89084 2.38149 -2.73351
H -4.53495 0.70894 -3.10150
H -3.54450 3.73688 -1.20269
H -2.66565 4.04273 0.36838
H -0.42916 4.39232 -0.91505
H -0.49262 3.83809 -3.73147
H -2.11462 3.01258 -3.62922
C -6.76901 -5.39627 2.13275
O -6.41894 -5.22295 3.49727
H -7.78024 -5.80002 2.07603
H -6.73589 -4.43282 1.61844
H -6.07330 -6.09552 1.66132
H -5.52121 -4.86547 3.51975
```

Mulliken atomic charge list, values in e, 6 entries:
1 C -1.0406
2 C -0.3493
3 C -0.6076
4 C -0.6534
5 C -0.6299
6 C -0.4584

---

Entry 2:
Here is a molecular structure, C28H44BrN3P2PdS from OMol25. Energies are from ωB97M-V/def2-TZVPD.

As for the charge: 0. The energy above the lowest of the compared OMol25 structures with the same formula, charge and spin comes out at 0.0 kcal per mole.

The geometry in XYZ format:
```
80
C28H44BrN3P2PdS ωB97M-V/def2-TZVPD
C -0.66436 7.21733 -6.36632
C -0.89230 5.88889 -6.78820
C -1.16254 5.67458 -8.14566
C -1.27832 6.76988 -9.00751
N -1.08418 8.01515 -8.57727
C -0.79843 8.25328 -7.30252
C -0.85779 4.71071 -5.92831
C -1.13584 3.70959 -5.27827
C -1.34682 2.71664 -4.30281
C -0.25927 2.45777 -3.49910
C -0.38521 1.81265 -2.25389
C -1.73255 1.79792 -1.73160
C -2.75344 1.68058 -2.68798
C -2.60456 2.19162 -3.97109
Pd 0.12580 -0.38631 -2.80164
P 1.98937 -1.20379 -1.44145
H -1.25831 4.67000 -8.54027
H -0.36042 7.46352 -5.35250
H -1.53218 6.61607 -10.05369
H -0.67394 9.29893 -7.01232
H -3.44756 2.37394 -4.63262
H 0.68593 2.90077 -3.79579
H -3.71208 1.22006 -2.42731
H 0.50968 1.81016 -1.63177
C 2.21820 -2.69819 -0.34298
C 3.17322 -3.79873 -0.79875
H 1.22763 -3.10780 -0.13148
H 2.55288 -2.31488 0.62731
H 3.23405 -4.62840 -0.07900
H 2.87352 -4.24993 -1.74727
H 4.19812 -3.43203 -0.90975
C 2.67106 -1.45862 -3.17418
C 3.45751 -0.30789 -3.84242
H 1.81247 -1.55549 -3.83657
H 3.17670 -2.42082 -3.24523
H 3.42599 -0.43122 -4.94520
H 2.98766 0.66265 -3.61691
H 4.50559 -0.29688 -3.51508
C 3.41348 -0.17240 -0.80137
C 4.79422 -0.82351 -0.83429
H 3.14169 0.12600 0.22714
H 3.39035 0.73733 -1.41512
H 5.57638 -0.06362 -0.69087
H 4.93723 -1.56212 -0.03369
H 4.99793 -1.30837 -1.79809
Br -2.26118 1.87910 0.04557
P -1.71774 -2.36892 -2.80488
C -0.08012 -3.08367 -3.05469
C 0.14522 -4.41094 -3.77219
H 0.42414 -3.08637 -2.06046
H 0.31205 -2.28246 -3.73791
H 1.20433 -4.47064 -4.07544
H -0.09285 -5.23037 -3.08408
H -0.49864 -4.46244 -4.65944
C -2.44688 -2.14687 -1.15155
C -3.89091 -2.68842 -1.09550
H -2.40855 -1.07494 -0.90789
H -1.80054 -2.73063 -0.46950
H -4.21115 -2.76096 -0.04753
H -4.60550 -2.03407 -1.61856
H -3.97022 -3.69305 -1.53996
C -2.04921 -1.05544 -3.96900
C -2.49368 -1.30244 -5.42515
H -1.10318 -0.40752 -4.03940
H -2.83524 -0.49332 -3.44519
H -2.82434 -0.33074 -5.83137
H -1.67296 -1.67790 -6.05608
H -3.34144 -2.00066 -5.44577
S 0.80138 0.15859 0.62209
C 0.68189 -0.49451 2.17674
N 1.55850 -0.47974 3.22563
C 0.80370 -0.40765 4.47607
C -0.65414 -0.62986 4.07064
N -0.54488 -0.88666 2.62577
H 2.49588 -0.08085 3.12749
H 0.90469 0.58047 4.92815
H 1.10438 -1.20388 5.14424
H -1.27334 0.26422 4.23737
H -1.15484 -1.48157 4.55342
H -1.36658 -0.75859 2.02618
```

Mulliken atomic charge list, values in e, 6 entries:
1 C -0.4607
2 C 0.2143
3 C -0.4003
4 C -0.3338
5 N -0.6058
6 C -0.2708

---

Entry 3:
Here is a gas-phase ion, C28H44Cl2IN2O2 (charge +1) from OMol25. Energies are from ωB97M-V/def2-TZVPD.

As for the charge: +1.

The geometry in XYZ format:
```
79
C28H44Cl2IN2O2 ωB97M-V/def2-TZVPD
C -2.31650 5.55108 -1.93841
C -0.99602 5.12022 -1.29729
C -1.23106 3.99181 -0.29802
C 0.08245 3.43718 0.26757
C 0.90009 2.55802 -0.69999
C 0.25705 1.19552 -1.06077
C -0.41346 1.43243 -2.43567
Cl -1.95353 0.51299 -2.64110
C 0.49438 1.28800 -3.63775
C -0.15428 1.86868 -4.89734
C -0.80116 0.85045 -0.04816
N -0.47799 -0.02164 0.83110
C -1.53666 -0.39813 1.81875
C -1.09681 -0.57668 3.26294
C -1.95235 -1.56665 4.03791
C -2.02453 -1.41560 5.42885
C -2.75349 -2.30681 6.21653
C -3.42741 -3.37872 5.63661
C -3.37905 -3.52649 4.24932
C -2.64538 -2.63305 3.46639
C 0.91930 -0.49714 0.59305
I 2.00836 0.83898 1.98963
C 1.38687 -1.96991 0.96745
Cl 2.48184 -2.02653 2.36862
C 0.28137 -3.04931 1.13296
C 0.22508 -3.80405 2.46413
C 1.13515 -0.10805 -0.89968
C 2.68205 0.09272 -1.10699
C 3.26175 -0.55276 -2.37218
C 4.70651 -0.07085 -2.41674
N 5.68684 -0.92430 -1.87548
O 4.99504 0.99269 -2.87075
O 0.80248 -1.06586 -1.88013
C -0.26721 -2.01280 -1.78259
C 0.26822 -3.43097 -2.01371
H -2.16494 6.33589 -2.66907
H -3.00096 5.90671 -1.17250
H -2.77092 4.68017 -2.40623
H -0.31522 4.81772 -2.09364
H -0.56141 5.98151 -0.79395
H -1.83824 3.24766 -0.81275
H -1.78601 4.42665 0.53043
H -0.03188 2.96040 1.23841
H 0.71838 4.30250 0.45107
H 1.87841 2.45672 -0.25570
H 1.05133 3.16819 -1.58501
H -0.74508 2.46359 -2.43487
H 1.40142 1.85669 -3.43678
H 0.71423 0.24718 -3.83553
H 0.60205 1.99993 -5.66345
H -0.94972 1.23734 -5.27267
H -0.54082 2.86249 -4.67100
H -1.76386 1.32759 -0.09208
H -2.24754 0.41823 1.78822
H -2.07550 -1.25247 1.43398
H -0.05784 -0.87910 3.36747
H -1.23601 0.37274 3.76902
H -1.50013 -0.60486 5.91701
H -2.77258 -2.17431 7.28742
H -3.97129 -4.07348 6.25427
H -3.90060 -4.36435 3.81287
H -2.63980 -2.81150 2.40145
H 2.02898 -2.25982 0.14730
H 0.51718 -3.82294 0.41344
H -0.70741 -2.69435 0.87151
H 1.10717 -4.42495 2.56069
H 0.14523 -3.15576 3.32652
H -0.64736 -4.44834 2.44917
H 3.23989 -0.33681 -0.27940
H 2.93001 1.14456 -1.19378
H 3.27976 -1.63530 -2.31202
H 2.79720 -0.17839 -3.27368
H 5.29476 -1.83256 -1.65976
H 6.06794 -0.56099 -1.00843
H -0.92937 -1.81710 -2.61825
H -0.88547 -1.93597 -0.89550
H 1.29310 -3.51174 -1.66719
H 0.15967 -3.71634 -3.05131
H -0.33468 -4.11747 -1.42476
```

Mulliken atomic charge list, values in e, 6 entries:
1 C -1.4111
2 C -0.4832
3 C -0.6996
4 C -1.3289
5 C -0.9441
6 C 2.0663

---

Kohn-Sham gap in eV, matching the order above: 6.6 5.9 7.9
HOMO level in eV, matching the order above: -11.7 -5.6 -11.8